1.
93
Properties=species:S:1:pos:R:3:mulliken_charge:R:1 method="wB97M-V/def2-TZVPD" lumo_ev=3.5 charge=-2 homo_ev=-2.48 orbital_gap_ev=6.02
H -0.509 4.077 -5.880 0.44
H 2.411 -4.509 -2.313 0.33
C -6.448 -3.203 3.369 -1.65
C -2.031 4.551 -2.391 0.41
C 2.107 3.529 -1.266 0.33
C -4.907 -1.435 2.492 0.75
H 2.920 3.021 -3.147 0.27
C -0.934 4.218 -4.896 -0.83
O 2.017 -0.571 1.259 -1.02
H -3.989 -2.031 4.342 0.34
C 3.862 -2.108 0.378 0.35
C 4.206 -3.317 1.064 0.08
C 4.992 -1.196 -0.160 0.10
C -2.301 -0.896 1.698 0.36
H -1.122 -5.809 -0.314 0.39
H -5.882 -1.083 5.045 0.32
C 6.225 -1.013 0.666 -1.35
C 3.329 -0.801 1.220 0.14
C -2.505 -1.374 2.974 -1.94
C 0.640 -5.253 -1.405 -0.99
H 4.004 0.237 2.807 0.41
H -2.982 6.301 -3.177 0.42
H 7.575 0.322 1.569 0.32
H -7.465 -3.429 3.701 0.44
H 3.617 4.493 -2.439 0.36
H -5.464 -0.814 0.477 0.58
C -7.394 -1.386 1.964 -2.13
Cl -2.746 4.768 -0.822 -0.27
N 3.569 -2.197 -2.134 -0.79
H 1.629 5.420 -0.174 0.43
Cl 0.388 1.974 -4.225 -0.12
F -1.858 0.199 -3.358 -0.88
O -1.146 -0.585 1.050 -0.12
C -0.196 -4.029 0.471 -0.73
C 5.857 1.394 0.726 -0.30
H -7.340 -0.340 1.662 0.42
B -1.503 -0.239 -0.249 0.26
H 6.826 -1.897 0.853 0.34
C 6.638 0.199 1.036 -0.82
C 0.841 -3.121 0.343 0.01
C -6.587 -0.854 4.247 -1.65
C 4.621 1.306 0.215 -1.40
H -7.599 -1.026 4.623 0.44
H -1.676 -1.544 3.648 0.54
Cl -2.137 6.431 -5.907 -0.29
H 0.486 2.857 2.681 0.35
C -3.370 -0.715 0.825 0.55
H 3.474 -1.271 3.160 0.44
C 1.194 3.468 0.757 0.57
H 0.568 -6.078 -2.103 0.36
C 4.010 -0.023 0.009 1.44
H 1.039 4.544 2.592 0.39
C 1.639 4.342 -0.217 -0.70
H 3.304 -2.929 -2.778 0.47
N 4.501 -4.273 1.637 -0.87
H -0.935 -3.890 1.253 0.42
P 2.418 -0.369 -0.999 0.38
N 1.413 2.233 0.285 1.20
H 4.052 2.199 -0.006 -0.06
H 1.992 4.530 -3.146 0.34
C -2.327 5.466 -3.381 -0.79
C -4.674 -0.968 1.197 -1.03
C 2.181 -1.016 -3.772 -0.04
C -3.819 -1.641 3.346 -0.33
O -2.887 -0.303 -0.378 -0.51
C 2.697 3.921 -2.579 -1.71
C 2.867 -2.215 -0.839 1.33
H -6.219 -3.825 2.502 0.38
C 3.216 -0.851 -2.650 -0.17
C -0.310 -5.097 -0.409 -0.54
C 0.520 3.749 2.055 -1.66
Tl -0.251 0.323 -2.021 1.91
H 6.302 2.364 0.925 0.44
C 1.683 -4.347 -1.529 -0.62
H 4.099 -0.307 -3.001 0.52
H 5.295 -1.483 -1.168 0.47
O 0.950 -1.063 -3.402 -0.64
C -1.770 5.292 -4.636 0.47
O 2.587 -1.213 -4.919 -0.80
H -7.294 -2.013 1.077 0.38
H -8.382 -1.564 2.394 0.43
H 0.917 -2.271 1.010 0.35
O -0.908 2.623 -1.619 -0.13
C -6.321 -1.717 3.003 1.98
H 1.315 1.316 0.740 -0.23
H -5.759 -3.474 4.169 0.32
C 1.793 -3.254 -0.672 0.67
C -1.176 3.426 -2.564 -0.82
H -0.502 4.085 1.866 0.25
C -0.648 3.323 -3.888 0.83
N 4.017 -0.729 2.497 -0.46
H -6.482 0.203 3.996 0.39
N 1.954 2.251 -0.941 -0.24



2.
9
Properties=species:S:1:pos:R:3:mulliken_spin:R:1 method="wB97M-V/def2-TZVPD" lumo_ev="-5.5 / -9.0" charge=+1 s_squared=0.754 homo_ev="-14.45 / -14.45" orbital_gap_ev="8.92 / 5.49" spin_multiplicity=2
S -1.497 -2.011 0.360 0.50
H 6.084 4.174 -2.255 0.00
H 6.194 3.741 -0.490 0.00
H -1.245 0.456 0.790 0.00
S -2.376 -0.235 0.523 0.51
C 6.726 3.883 -1.433 0.00
H 7.259 3.017 -1.789 0.00
H 7.378 4.722 -1.229 0.00
H -2.657 -2.699 0.446 0.00



3.
15
Properties=species:S:1:pos:R:3:nbo_charge:R:1 method="wB97M-V/def2-TZVPD" lumo_ev=0.5 charge=0 homo_ev=-8.97 orbital_gap_ev=9.49
H -0.750 0.146 1.762 0.23
H -1.186 -1.301 -0.941 0.21
N -0.833 1.325 -0.138 -0.90
C 1.131 0.351 -1.032 0.36
H -0.985 1.442 -1.141 0.40
C 0.927 -0.128 0.438 0.21
H -0.445 2.107 0.387 0.38
O 1.384 1.459 -1.495 -0.51
N 1.893 -0.286 1.264 -0.59
H 2.791 -0.220 0.769 0.34
H 1.479 -0.538 -1.595 0.11
C -1.357 -1.181 0.133 -0.62
H -2.426 -0.990 0.260 0.23
C -0.533 -0.058 0.713 -0.08
H -1.089 -2.128 0.615 0.22



4.
19
Properties=species:S:1:pos:R:3:nbo_charge:R:1 method="wB97M-V/def2-TZVPD" lumo_ev=3.6 charge=-1 homo_ev=-3.55 orbital_gap_ev=7.14
H -2.419 -1.549 0.425 0.17
C -1.815 0.377 0.444 -0.53
O 2.449 -1.573 1.978 -1.02
H 2.022 -1.275 2.738 0.45
O -0.486 0.196 -3.891 -0.96
H 3.440 1.085 -0.070 0.47
O 2.813 1.476 -0.601 -0.95
H 1.944 1.352 -0.374 0.48
H -1.096 -1.409 1.715 0.20
H -0.673 -0.715 -3.537 0.49
O -0.383 1.900 1.796 -0.54
H 0.094 1.636 -0.031 0.08
C -0.699 1.441 0.754 0.47
S -0.093 -1.736 -0.516 -0.70
H -2.729 0.470 0.978 0.20
H -2.142 0.412 -0.552 0.21
H 1.720 -1.766 1.183 0.52
C -1.384 -1.069 0.663 -0.50
H -0.563 0.746 -3.103 0.47



5.
21
Properties=species:S:1:pos:R:3:nbo_charge:R:1 method="wB97M-V/def2-TZVPD" lumo_ev=-3.1 charge=+1 homo_ev=-15.60 orbital_gap_ev=12.54
H 1.689 1.058 -0.998 0.24
H 2.032 -1.239 0.877 0.25
H 1.626 -1.710 -1.690 0.26
N -0.357 0.767 -0.215 -0.57
H -3.156 -0.309 -2.050 0.48
H 2.603 0.423 1.288 0.26
O -2.670 -0.903 -1.472 -0.96
H -0.034 -0.774 2.030 0.23
H -1.054 0.224 -0.594 0.44
C 0.913 -0.966 -1.365 -0.65
H 0.628 -0.624 -2.344 0.23
C -0.412 1.157 1.379 -0.17
H -0.563 1.659 -0.802 0.43
H 0.019 2.205 1.303 0.22
H 0.017 -1.436 -0.968 0.21
C 1.192 0.215 -0.429 0.01
H -2.776 -1.720 -1.961 0.49
H 0.787 0.456 2.899 0.25
C 0.535 0.122 1.926 -0.44
H -1.490 1.220 1.622 0.25
C 1.693 -0.125 0.932 -0.46



6.
87
Properties=species:S:1:pos:R:3:mulliken_charge:R:1 method="wB97M-V/def2-TZVPD" lumo_ev=3.2 charge=-2 homo_ev=-0.42 orbital_gap_ev=3.59
C 0.635 -2.606 3.572 -0.29
C -0.637 -2.056 3.467 -1.02
H 3.690 -2.129 -0.067 0.06
H -0.563 0.729 -3.755 0.26
Cl 1.173 4.559 -2.412 -0.22
C 4.611 -4.202 1.503 -0.58
C -2.462 -1.702 -2.846 -0.98
H -1.521 -2.658 3.637 0.35
F 4.244 -7.176 3.608 -0.40
N -0.205 -0.807 -2.405 0.26
Cl 5.021 3.353 -6.012 -0.23
Cl 5.203 0.461 -4.844 -0.21
C 2.321 2.113 -2.551 -1.86
C 1.054 3.687 1.659 0.31
N 0.618 4.840 1.096 -0.38
C -3.358 3.300 1.695 -0.18
C -5.108 1.907 2.699 -0.42
C 3.922 -6.106 2.787 0.37
H -2.933 -2.517 -2.291 0.35
C 2.280 -4.800 1.631 -0.45
H -1.840 -0.646 -5.174 0.29
H -1.182 3.434 -2.338 0.13
C -5.608 2.996 3.405 -0.35
H -1.589 -1.175 -0.887 0.33
C -4.016 2.040 1.862 0.92
S 2.692 3.266 1.640 -0.37
C -2.109 -0.074 2.878 -0.52
H -2.615 2.657 -2.264 0.26
N -1.677 2.680 -1.874 -0.27
I -7.267 2.761 4.662 -0.03
Cl 3.018 5.404 -4.783 -0.23
C -1.592 -0.816 -1.918 0.19
C 3.264 -3.894 1.099 0.68
C -1.037 -1.209 -4.691 -0.78
H -1.036 -3.886 -2.718 0.33
C 3.107 3.797 -4.143 -0.46
H 1.260 5.303 0.479 0.19
H -5.578 0.935 2.799 0.37
H 0.860 -0.255 -4.106 0.32
I -3.039 6.254 2.209 -0.05
H 2.734 -2.220 3.296 0.38
H 1.240 -4.643 1.361 0.41
H -0.864 3.114 1.917 0.06
C -3.925 4.375 2.433 -0.39
N 0.295 0.055 2.891 -0.26
Tl 0.920 1.120 -0.641 0.73
N -2.221 0.287 1.471 0.41
C 4.005 2.886 -4.692 0.70
H -5.399 5.097 3.810 0.32
N 0.103 2.929 2.194 0.02
H -1.467 0.918 1.223 -0.39
C 2.295 3.381 -3.090 1.09
H -3.416 1.129 0.028 0.12
H 0.773 -3.650 3.823 0.50
H -0.376 4.963 0.949 0.15
H -2.909 -0.783 3.114 0.39
C 0.310 -2.182 -2.385 -0.27
H 1.346 -2.171 -2.719 0.29
Cl 3.387 -0.357 -2.429 -0.16
H 0.017 -3.538 -4.087 0.31
C -3.507 0.851 1.081 -1.22
H 5.954 -5.467 2.599 0.38
H 0.328 2.003 2.552 0.34
H -4.255 0.051 1.144 0.54
H -2.226 0.786 3.555 0.37
H 1.830 -6.532 2.819 0.37
C 2.934 -2.818 0.291 -0.88
C -5.017 4.241 3.272 -0.31
C 3.248 1.253 -3.110 1.25
O -2.337 3.437 0.937 -0.54
C 1.511 -0.482 2.971 -0.31
N -1.645 -2.291 -3.911 -0.24
C 4.084 1.597 -4.169 -0.50
C -0.574 -3.079 -3.291 -0.86
H -1.820 2.969 -0.901 0.04
H -0.430 -1.662 -5.478 0.35
H 1.895 -2.553 0.137 -0.26
H 5.411 -3.558 1.153 0.29
H -3.259 -1.119 -3.315 0.41
C 2.604 -5.870 2.446 -0.49
C 4.924 -5.273 2.316 -0.40
C -0.769 -0.724 3.110 0.35
H 0.313 -2.530 -1.353 0.09
C 1.734 -1.811 3.298 -0.60
H -1.941 0.216 -1.900 -0.27
C -0.180 -0.294 -3.776 -0.40
H 2.335 0.188 2.747 0.43



7.
13
Properties=species:S:1:pos:R:3:nbo_charge:R:1 method="wB97M-V/def2-TZVPD" lumo_ev=0.6 charge=0 homo_ev=-10.07 smiles="CC(C)=O.OCl" orbital_gap_ev=10.67
O 3.448 -0.768 0.580 -0.69
C -1.022 -0.411 0.871 -0.75
C -1.180 0.862 -1.405 -0.71
H -0.138 -0.776 1.469 0.24
Cl 3.379 -0.084 2.112 0.18
H -1.151 1.945 -1.376 0.24
O 0.719 -0.472 -0.705 -0.57
C -0.339 0.029 -0.386 0.62
H -0.916 0.523 -2.338 0.23
H -2.158 0.453 -1.266 0.22
H 2.663 -0.321 0.191 0.50
H -1.650 -1.252 0.777 0.25
H -1.654 0.272 1.475 0.23



8.
13
Properties=species:S:1:pos:R:3:nbo_charge:R:1 method="wB97M-V/def2-TZVPD" lumo_ev=0.6 charge=0 homo_ev=-10.00 smiles="NCC(=O)NC=O" orbital_gap_ev=10.62
H -0.254 -1.671 -0.270 0.13
C 0.632 -1.224 -0.741 0.52
H -0.911 -0.631 1.670 0.21
H -1.751 -0.226 -0.838 0.35
N -2.146 0.033 0.063 -0.82
O 0.651 1.889 0.929 -0.55
H 1.767 0.500 -0.711 0.43
C 0.184 0.849 0.539 0.67
N 0.928 0.064 -0.352 -0.66
C -1.106 0.267 1.087 -0.34
H -1.508 1.037 1.738 0.23
H -2.621 0.911 -0.116 0.36
O 1.322 -1.844 -1.512 -0.55



9.
16
Properties=species:S:1:pos:R:3:nbo_charge:R:1 method="wB97M-V/def2-TZVPD" lumo_ev=1.2 charge=0 homo_ev=-9.51 smiles=C[C@H]1C[C@H]2C[C@H]21 orbital_gap_ev=10.73
H 1.276 1.686 0.934 0.21
H -2.147 -0.839 1.370 0.21
H 0.986 -1.565 -0.966 0.20
C 0.974 0.725 0.514 -0.40
H -1.105 1.349 0.500 0.21
H 1.275 1.462 -1.664 0.21
C -0.542 0.394 0.570 -0.20
C 0.890 0.690 -1.016 -0.22
H -1.420 0.295 -1.535 0.21
H -0.906 -0.474 2.583 0.21
C -0.522 0.160 -0.940 -0.22
H 0.637 -0.816 -2.596 0.22
H 1.612 -0.058 0.941 0.20
C -1.072 -0.683 1.516 -0.62
C 0.644 -0.685 -1.508 -0.43
H -0.580 -1.642 1.297 0.21



10.
27
Properties=species:S:1:pos:R:3:nbo_charge:R:1 method="wB97M-V/def2-TZVPD" lumo_ev="-0.8 / -0.7" charge=0 homo_ev="-8.47 / -7.48" orbital_gap_ev="7.65 / 6.82"
H 2.959 -2.741 0.017 0.23
C -2.774 -0.062 -1.717 -0.99
H 0.091 -2.177 -0.967 0.26
H 4.759 -1.198 0.374 0.21
H -3.341 1.868 0.441 0.24
H -0.599 2.452 1.229 0.23
C 1.450 -1.126 0.030 0.06
H 0.337 -2.644 0.794 0.26
H -2.181 0.930 -1.990 0.23
C 3.724 -0.844 0.309 -0.19
P -2.616 -0.419 0.134 1.91
O -3.853 -1.099 0.552 -1.10
H -3.952 -0.073 -1.756 0.27
C -1.017 -1.053 0.393 -0.34
H -1.229 2.448 -0.364 0.23
C 2.361 1.164 0.181 -0.20
C -1.052 1.825 0.463 -0.51
H -2.361 -0.964 -2.109 0.23
H -2.606 1.126 2.007 0.26
C 2.692 -1.709 0.161 -0.24
H 2.430 2.272 -0.033 0.22
C -0.131 0.693 0.220 0.12
C 1.182 0.346 0.111 -0.09
C -2.468 1.231 0.889 -0.76
H 4.460 1.123 0.281 0.21
C 0.163 -1.887 0.058 -0.54
C 3.570 0.519 0.291 -0.22



11.
110
Properties=species:S:1:pos:R:3:mulliken_charge:R:1 method="wB97M-V/def2-TZVPD" lumo_ev=-4.7 charge=+1 homo_ev=-8.68 orbital_gap_ev=4.00
H -2.959 -3.260 0.865 0.34
H -0.043 -4.279 -0.744 0.68
C 3.503 -4.412 -3.254 -1.15
N 2.188 4.167 2.950 0.54
C -0.091 -5.493 -3.422 -1.14
C -3.037 -1.439 -0.297 1.86
C -2.930 -4.162 -3.607 -1.03
C -0.831 3.276 1.139 -1.09
H 3.918 4.470 4.052 0.32
C -1.745 -2.687 -2.092 -0.57
H 3.360 -4.583 -2.183 0.13
H 2.492 4.868 0.093 0.29
C -3.211 3.984 1.799 0.60
C 1.548 3.415 3.942 0.17
H -5.786 1.290 3.475 0.29
C -2.744 -0.335 3.191 -1.83
H 6.880 -0.562 -2.679 0.38
H 2.470 -3.547 -0.642 0.67
C 5.207 0.035 -1.464 -0.42
H 0.046 0.127 -0.586 -0.08
H -3.817 0.437 0.423 0.42
H -0.646 3.446 0.077 0.50
H 4.570 -4.548 -3.469 0.38
C -1.731 -3.594 -3.173 0.72
H -1.754 2.668 4.089 0.52
H 2.967 3.434 5.577 0.31
C -4.083 -0.115 3.563 -0.37
H 1.972 -2.934 -3.409 -1.03
H 5.602 -2.271 -3.946 0.35
H -2.022 -1.110 -0.053 -0.24
C 3.035 -3.021 -3.664 2.20
C 5.111 -1.688 -3.160 -0.89
H -5.070 -4.264 -3.354 0.38
C 3.157 -1.226 -1.806 -0.75
H -4.626 -0.883 4.108 0.45
H -3.266 5.911 2.769 0.36
H -1.059 -4.713 -5.834 0.39
H 1.232 2.599 7.205 0.41
N -4.299 3.332 2.301 0.01
C 0.247 3.113 3.471 0.81
C -4.759 1.051 3.192 -1.18
C -5.452 4.008 2.864 -1.02
H -5.125 -2.504 -1.594 0.35
H 2.241 0.074 0.199 -0.13
H 0.010 -5.581 -2.337 0.12
C -2.180 3.032 1.553 -0.77
C 3.460 4.851 3.132 -0.97
H 4.304 2.332 0.114 0.27
H 5.765 0.802 -0.917 0.32
C 0.344 -3.302 -0.966 -1.05
C 3.278 0.413 0.128 1.40
C -0.353 2.554 5.742 -1.08
H -2.228 -1.224 3.559 0.32
H -1.107 2.247 6.468 0.46
H -5.155 4.649 3.708 0.34
C 1.634 -2.929 -0.914 -0.80
H -6.171 3.262 3.208 0.36
C 3.144 -2.864 -5.183 -1.65
H -3.869 5.917 1.075 0.40
H -4.597 -2.647 0.584 0.39
N -0.504 -2.301 -1.414 1.12
H -3.661 0.378 -1.324 0.41
H 3.306 5.938 3.224 0.36
C -3.928 -0.215 -0.445 -1.64
H 3.547 0.305 2.286 0.35
H 4.134 -3.149 -5.560 0.40
H -4.986 -0.485 -0.520 0.31
C 5.831 -0.726 -2.451 -1.38
H 0.852 -5.820 -3.874 0.42
C 4.036 -0.037 1.370 -1.67
P 0.353 -0.810 -1.783 -0.40
H 0.366 -3.409 -3.465 -0.93
C 0.967 2.772 6.163 -0.74
H -0.817 -2.961 -5.671 0.39
C -2.691 1.756 2.028 0.48
C -3.146 5.459 1.768 -1.73
C 1.693 5.228 0.760 -1.70
C -4.178 -2.807 -2.053 -0.80
C 1.945 3.222 5.263 -1.22
C 0.195 3.525 2.062 2.90
H 2.744 2.332 0.950 -0.06
H -3.550 -1.883 1.777 0.04
H -1.056 0.359 1.978 0.77
C -0.719 2.753 4.403 0.03
H -2.912 -4.912 -4.404 0.34
C 3.283 1.932 0.086 -1.18
H -2.141 5.726 1.435 0.37
H 0.790 5.312 0.148 0.44
C -0.430 -4.066 -3.834 2.18
C -2.980 -2.275 -1.570 0.41
N 1.837 -1.618 -1.310 1.10
C 3.765 -1.927 -2.870 0.41
H 0.579 -4.049 -5.744 0.34
C -0.442 -3.941 -5.359 -1.61
H 2.949 -5.190 -3.792 0.41
H 4.132 4.657 2.283 0.31
H -0.878 -6.191 -3.735 0.37
C -3.565 -2.352 0.798 -1.33
C 1.387 4.287 1.853 -0.94
H 2.798 2.332 -0.808 0.47
H 5.061 0.353 1.357 0.39
C -4.147 -3.794 -3.032 -1.37
H 2.942 -1.834 -5.491 0.39
H 2.408 -3.513 -5.674 0.35
C -4.036 1.970 2.446 1.07
H 1.937 6.244 1.118 0.42
C -2.065 0.551 2.348 0.74
H -5.925 4.648 2.112 0.30
C 3.880 -0.236 -1.120 0.55
H 4.104 -1.126 1.418 0.42



12.
16
Properties=species:S:1:pos:R:3:nbo_charge:R:1 method="wB97M-V/def2-TZVPD" lumo_ev=-4.3 charge=+1 homo_ev=-13.64 orbital_gap_ev=9.35
H -2.453 0.370 1.430 0.25
H 0.336 -1.890 -0.345 0.20
H -0.356 0.436 2.098 0.42
H -2.904 -0.094 -0.993 0.42
C -1.829 0.126 0.597 0.39
N -0.363 0.249 1.040 -0.42
C 1.176 -1.332 -0.055 -0.42
C 1.294 1.191 -0.294 -0.41
H 1.635 0.812 -1.290 0.22
N -2.015 -0.009 -0.678 -0.67
H 2.088 1.450 0.445 0.21
H 1.958 -1.386 -0.880 0.24
H 0.604 1.999 -0.545 0.21
H -1.240 -0.097 -1.375 0.46
H 1.521 -1.828 0.826 0.22
N 0.548 0.002 0.020 -0.31



13.
49
Properties=species:S:1:pos:R:3:mulliken_spin:R:1 method="wB97M-V/def2-TZVPD" lumo_ev="-0.1 / 0.9" charge=-1 s_squared=24.931 homo_ev="-6.04 / -8.07" orbital_gap_ev="5.92 / 8.97" spin_multiplicity=10
F 18.663 22.487 -12.235 0.00
F 17.776 20.302 -12.264 0.00
F 15.633 20.563 -5.998 0.00
H 21.820 24.815 -7.792 0.00
F 20.811 14.538 -7.529 0.00
N 16.757 17.392 -6.824 -0.03
F 17.249 15.420 -8.845 0.00
F 25.538 19.732 -8.629 0.00
F 19.086 19.724 -10.390 -0.02
C 14.925 19.503 -6.262 0.00
F 24.667 19.208 -10.573 0.00
F 14.818 18.778 -5.128 0.00
Cl 22.767 23.973 -9.837 0.00
P 24.029 19.693 -9.185 0.00
P 20.000 20.148 -6.506 1.37
F 20.894 17.327 -9.100 0.02
F 16.097 13.776 -7.950 0.00
O 20.562 20.704 -7.795 -0.11
O 16.663 19.500 -8.424 0.02
P 20.801 15.901 -8.337 0.02
F 22.220 15.443 -9.041 0.00
C 16.113 15.089 -8.213 0.00
S 15.763 18.509 -7.723 0.02
Cl 23.636 23.445 -7.089 0.00
F 23.470 20.312 -7.795 0.01
V 18.652 17.985 -6.148 3.05
F 19.697 21.871 -10.181 0.01
O 14.495 16.278 -6.350 0.00
H 21.530 23.065 -7.994 0.02
O 20.627 18.846 -6.084 0.01
O 14.683 17.917 -8.549 0.00
F 22.482 19.580 -9.729 0.00
V 18.579 20.660 -8.527 3.00
O 18.508 20.182 -6.413 -0.14
F 17.600 21.448 -10.324 0.01
F 13.694 19.847 -6.651 0.00
S 15.925 16.082 -6.584 0.01
O 16.600 15.262 -5.615 0.00
V 21.717 18.831 -7.769 2.41
C 22.255 23.869 -8.117 -0.01
F 20.065 20.786 -12.267 0.00
F 15.151 15.418 -9.048 0.00
O 19.595 19.146 -7.581 -0.71
F 24.243 21.252 -9.671 0.00
F 19.517 16.444 -7.504 0.02
F 23.773 18.154 -8.639 0.01
F 21.723 16.592 -7.207 0.02
P 18.817 21.096 -11.318 0.00
F 19.877 15.221 -9.492 0.00



no.,strongest force on any atom (eV Å⁻¹)
1,1.19
2,0.65
3,3.95
4,4.84
5,5.88
6,0.20
7,3.03
8,1.17
9,1.51
10,6.34
11,2.92
12,8.12
13,16.90